# 1
{"formula": "C29H72CuF6NO31S11", "method": "ωB97M-V with the def2-TZVPD basis set", "max_force_ha_per_bohr": 0.1305, "e_homo_ha": [-0.4318, -0.4318], "charge": 1, "mol_weight_g_mol": 1461.1, "de_lowest_ev": 7.110, "spin_multiplicity": 2, "e_lumo_ev": [-2.80, -6.78], "energy_ev": -276316.9850, "symbols": ["Cu", "C", "F", "F", "F", "S", "O", "O", "N", "S", "O", "O", "C", "F", "F", "F", "O", "S", "O", "O", "C", "C", "C", "H", "H", "H", "H", "H", "H", "H", "H", "O", "S", "O", "O", "C", "C", "C", "H", "H", "H", "H", "H", "H", "H", "H", "O", "S", "O", "O", "C", "C", "C", "H", "H", "H", "H", "H", "H", "H", "H", "O", "S", "O", "O", "C", "C", "C", "H", "H", "H", "H", "H", "H", "H", "H", "O", "S", "O", "O", "C", "C", "C", "H", "H", "H", "H", "H", "H", "H", "H", "O", "S", "O", "O", "C", "C", "C", "H", "H", "H", "H", "H", "H", "H", "H", "O", "S", "O", "O", "C", "C", "C", "H", "H", "H", "H", "H", "H", "H", "H", "O", "S", "O", "O", "C", "C", "C", "H", "H", "H", "H", "H", "H", "H", "H", "O", "S", "O", "O", "C", "C", "C", "H", "H", "H", "H", "H", "H", "H", "H"], "xyz": [[-15.7303, -13.3839, -22.1955], [-15.8526, -14.3758, -18.0195], [-16.5404, -15.4403, -18.4640], [-16.0304, -14.0370, -16.7200], [-14.5054, -14.5640, -18.0722], [-16.3873, -12.8450, -19.0318], [-17.6371, -13.2193, -19.7422], [-16.5473, -11.6804, -18.1593], [-15.1765, -12.6221, -20.3160], [-14.0034, -11.9035, -19.5864], [-13.8429, -12.0888, -18.1326], [-12.7748, -12.2185, -20.3389], [-14.4373, -9.9649, -19.9295], [-13.4983, -9.2801, -19.3385], [-14.5172, -9.7803, -21.2132], [-15.5505, -9.6396, -19.3431], [-6.2783, -12.3435, -17.2042], [-7.2811, -11.2942, -17.1735], [-7.3086, -10.2488, -18.2260], [-8.7948, -11.9955, -17.0525], [-9.9555, -11.3006, -16.7132], [-11.0348, -12.3832, -16.8297], [-7.0940, -10.3951, -15.5840], [-10.1776, -10.4062, -17.2954], [-9.8473, -11.0557, -15.6566], [-10.9610, -12.7318, -17.8598], [-11.9809, -11.8690, -16.6608], [-10.9629, -13.2735, -16.2049], [-7.8401, -9.6062, -15.6795], [-6.0407, -10.1386, -15.4705], [-7.4160, -11.0867, -14.8054], [-10.6040, -16.9151, -14.0310], [-11.3074, -15.6367, -13.7304], [-10.6890, -14.3460, -14.0437], [-12.8694, -15.6733, -14.3219], [-13.7089, -16.7602, -13.9656], [-15.1520, -16.3492, -14.2127], [-11.6279, -15.7749, -11.8479], [-13.6037, -16.9966, -12.9067], [-13.4062, -17.5286, -14.6769], [-15.9431, -16.7932, -13.6084], [-15.4560, -16.4858, -15.2505], [-15.2817, -15.3047, -13.9291], [-12.4852, -15.1760, -11.5406], [-10.7284, -15.4720, -11.3120], [-11.8264, -16.8254, -11.6354], [-18.5793, -9.8248, -23.2497], [-18.3068, -10.7362, -22.1523], [-17.1679, -11.6787, -22.3295], [-17.9497, -9.8397, -20.8477], [-18.8327, -8.9136, -20.3968], [-19.2208, -9.3611, -19.0021], [-19.7722, -11.5274, -21.4671], [-19.6890, -8.7285, -21.0453], [-18.3725, -7.9394, -20.2313], [-19.6137, -8.5252, -18.4234], [-18.3198, -9.6807, -18.4785], [-19.8936, -10.2097, -19.1255], [-20.4816, -10.7007, -21.4306], [-19.4790, -12.1522, -20.6235], [-20.0927, -12.1963, -22.2658], [-15.3454, -11.2889, -12.4902], [-15.6330, -12.0188, -13.7348], [-16.3342, -13.3062, -13.7011], [-16.4012, -10.9557, -14.7620], [-17.6940, -11.2744, -15.1516], [-18.7011, -11.2720, -13.9890], [-14.1529, -12.3149, -14.7690], [-17.7827, -12.2226, -15.6819], [-17.9823, -10.5553, -15.9184], [-18.5352, -10.2852, -13.5566], [-18.4794, -12.0110, -13.2191], [-19.7248, -11.2823, -14.3634], [-13.7490, -13.2608, -14.4081], [-13.4907, -11.4965, -14.4864], [-14.5046, -12.2915, -15.8004], [-18.1931, -14.1893, -22.3278], [-19.2649, -15.2405, -22.3835], [-20.4045, -15.1229, -23.3174], [-18.5052, -16.6324, -22.6961], [-19.3270, -17.8411, -22.7752], [-20.0464, -18.1324, -24.0886], [-19.8474, -15.7129, -20.6246], [-20.1881, -17.6775, -22.1272], [-18.6492, -18.6262, -22.4400], [-20.8782, -17.4448, -24.2416], [-20.4881, -19.1274, -24.1435], [-19.3017, -18.1354, -24.8844], [-20.6734, -16.4152, -20.5119], [-19.9336, -14.7552, -20.1114], [-19.0887, -16.3682, -20.1969], [-12.8114, -9.1968, -13.4998], [-11.9921, -8.4213, -14.4011], [-10.7490, -8.9960, -14.9002], [-12.8845, -7.9481, -15.7387], [-14.1510, -7.3726, -15.5054], [-15.0828, -7.9394, -16.5374], [-11.6982, -6.7210, -13.7371], [-14.1158, -6.2834, -15.4856], [-14.4512, -7.7646, -14.5337], [-15.3589, -8.9810, -16.3732], [-14.8214, -7.8860, -17.5942], [-16.0447, -7.4358, -16.4416], [-12.5918, -6.1062, -13.6300], [-10.9388, -6.3153, -14.4056], [-11.3360, -6.9226, -12.7290], [-13.3963, -14.3372, -22.5486], [-12.1777, -15.0515, -22.9042], [-12.2478, -16.3475, -23.5655], [-11.0283, -14.0914, -23.6408], [-9.9234, -14.7758, -24.2442], [-9.1185, -13.9044, -25.1853], [-11.2092, -15.3075, -21.2942], [-10.3512, -15.5541, -24.8760], [-9.2225, -15.2580, -23.5627], [-9.0350, -12.9089, -24.7492], [-9.6773, -13.8854, -26.1210], [-8.1314, -14.2725, -25.4653], [-11.7337, -15.9974, -20.6331], [-11.0376, -14.3773, -20.7525], [-10.3070, -15.8257, -21.6194], [-16.6950, -17.5987, -20.3479], [-15.6936, -17.0160, -21.2476], [-15.8810, -15.6049, -21.7078], [-14.1936, -17.2798, -20.5351], [-13.9600, -18.5316, -19.8758], [-13.9431, -18.2827, -18.3381], [-15.4570, -18.1313, -22.6621], [-12.9767, -18.8950, -20.1743], [-14.6732, -19.3462, -20.0019], [-13.3844, -17.4293, -17.9537], [-13.4712, -19.0898, -17.7776], [-14.8787, -18.2089, -17.7837], [-16.3326, -18.0848, -23.3096], [-15.3766, -19.1007, -22.1704], [-14.5271, -17.9519, -23.2017], [-14.4721, -12.0535, -23.5277], [-13.6385, -11.4626, -24.6083], [-12.9419, -12.2464, -25.6066], [-14.5185, -10.3791, -25.4850], [-15.1786, -9.3788, -24.8173], [-16.4379, -8.9922, -25.6774], [-12.4176, -10.2238, -23.8689], [-14.5760, -8.4788, -24.6942], [-15.2562, -9.4989, -23.7368], [-16.9503, -8.1152, -25.2819], [-17.1512, -9.8130, -25.6025], [-16.2871, -8.7874, -26.7374], [-12.0005, -9.7316, -24.7475], [-11.6438, -10.7813, -23.3412], [-12.9484, -9.5076, -23.2418]], "forces_ev_per_a": [[0.4, 0.7, 1.3], [2.0, 0.6, 1.2], [0.9, 1.2, 1.0], [-1.2, -0.9, -1.4], [-1.7, -0.7, -1.0], [-3.6, 1.7, -1.8], [2.6, -0.1, 1.1], [0.8, -2.4, -1.1], [-4.1, -2.1, 1.6], [6.4, 2.0, 0.5], [-1.5, 0.5, -2.6], [-2.0, 1.0, 0.5], [0.6, -2.8, 2.0], [1.2, 0.6, -0.4], [0.2, 0.4, -1.1], [-1.3, 0.2, 0.0], [-1.7, 0.8, -0.3], [0.0, 1.6, -0.5], [-0.2, -2.3, 1.8], [4.0, -0.3, -1.2], [-0.9, -0.9, 1.9], [-0.2, 0.9, -0.8], [-1.1, -1.2, -1.0], [0.2, -0.1, -0.2], [-0.2, 0.5, 0.0], [-0.5, 0.0, -0.2], [-0.2, -0.3, -0.1], [0.4, 0.5, 0.4], [0.5, 0.4, 0.3], [-0.3, 0.3, -0.2], [0.2, 0.0, 0.0], [-1.8, 2.9, 0.0], [1.0, -1.7, 1.8], [-1.7, -2.2, 0.1], [2.4, 1.9, 0.4], [-0.8, -0.7, -0.3], [-0.4, 0.8, -0.1], [0.0, 0.1, -1.3], [0.3, -0.4, -0.2], [-0.1, -0.7, 0.7], [0.5, -0.8, 0.2], [0.1, 0.2, -0.1], [0.2, 0.2, -0.4], [0.1, 0.2, -0.2], [0.0, 0.1, -0.4], [0.1, 0.1, -0.2], [-0.1, -1.6, 1.3], [1.5, 0.6, 0.3], [-1.6, 1.5, 0.4], [2.5, -2.8, -2.7], [-1.7, 2.4, 2.2], [-0.2, 0.0, -0.1], [0.7, -0.4, -2.1], [0.0, -0.2, -0.2], [0.5, 0.0, -0.7], [-0.5, -0.2, -0.1], [0.0, -0.2, -0.1], [-0.2, 0.1, 0.7], [-0.1, -0.3, 0.7], [-0.1, 0.7, 0.3], [-0.2, 0.0, -0.1], [-0.6, -1.5, -2.5], [0.5, 0.1, 0.4], [0.3, 1.8, 0.1], [1.6, -0.8, 1.3], [-2.4, -1.1, -0.4], [0.9, 1.3, -0.4], [-0.8, 0.8, 1.5], [0.6, -0.3, 0.1], [0.1, 0.4, 0.2], [-0.3, 0.1, 0.5], [-0.2, -0.1, -0.3], [0.0, -0.4, 0.1], [0.0, 0.0, -0.3], [0.2, 0.0, -0.4], [0.3, -0.1, 0.2], [-2.6, -2.5, -0.3], [-0.2, -0.6, -0.2], [2.4, 0.4, 2.1], [-0.1, 0.8, -0.8], [-1.5, 0.1, 0.1], [1.0, 0.1, -0.6], [0.9, 0.4, -0.7], [0.5, -0.4, 0.8], [-0.3, 0.1, 0.1], [0.4, 0.2, -0.3], [0.2, -0.2, 0.6], [-0.3, 0.4, -0.4], [-0.8, 0.9, -0.9], [-0.2, -0.3, 0.2], [0.9, 0.7, -0.1], [0.4, 0.6, -0.7], [-0.2, 1.1, -1.0], [-1.9, 1.1, 0.5], [2.6, -1.1, 0.8], [-0.6, -1.0, 0.4], [-1.5, -0.1, -0.4], [0.3, -1.6, 0.2], [0.2, 0.0, -0.2], [-0.5, 0.4, 0.2], [0.5, -0.2, 0.3], [0.6, 0.4, 0.2], [-0.1, 0.3, 0.0], [-0.1, -0.3, -0.4], [-0.1, 0.2, 0.3], [0.4, 0.2, -0.1], [1.1, -0.2, -1.2], [2.3, -1.0, 2.5], [-0.3, 1.7, 0.3], [-2.0, -0.1, 0.9], [0.8, -1.7, -1.4], [-1.0, 0.8, -0.3], [-0.8, -0.3, -1.1], [0.0, -0.3, 0.3], [-0.5, 0.2, 0.8], [0.2, 0.1, -0.3], [0.0, 0.6, 0.0], [-0.1, -0.3, 0.6], [-0.4, 0.1, -0.3], [0.0, 0.1, -0.5], [0.1, 0.3, 0.1], [1.4, 1.2, -1.6], [0.2, -0.6, 0.5], [1.1, -2.3, 1.3], [-2.1, 1.5, -1.7], [0.2, -0.1, 2.9], [0.4, -0.2, 0.9], [-0.2, 0.3, 0.5], [-0.1, 0.3, -0.3], [-0.3, 0.4, -0.8], [0.2, 0.4, -0.8], [0.3, -0.5, -0.5], [-0.6, 0.1, -0.9], [0.1, 0.1, 0.1], [-0.2, 0.0, -0.1], [-0.1, 0.5, 0.1], [0.7, 0.6, -1.7], [0.8, 1.7, -0.1], [-1.4, 0.5, 1.6], [1.7, -3.2, 0.3], [-1.5, 3.4, 0.1], [-0.2, -0.7, 1.4], [-0.9, -1.2, -0.6], [0.7, 0.3, -1.1], [-1.3, -1.2, 0.0], [0.2, 0.0, 0.3], [-0.1, 0.0, -0.1], [0.8, -0.2, 0.2], [-0.1, -0.1, 0.0], [-0.2, 0.0, 0.1], [0.1, -0.3, 0.0]], "lowdin_charge": [0.8620, -0.5562, 0.1432, 0.1266, 0.1120, 0.7761, -0.3354, -0.2783, -0.3026, 0.6233, -0.2958, -0.2992, -0.6794, 0.1820, 0.1744, 0.1556, -0.2992, 0.6891, -0.3306, -0.2706, -0.2936, -0.0434, -0.1011, 0.1283, 0.0910, 0.0731, 0.0527, 0.0614, 0.0548, 0.0740, 0.0689, -0.3234, 0.7231, -0.3002, -0.2980, -0.2705, -0.0494, -0.0860, 0.1071, 0.1185, 0.0881, 0.0654, 0.0468, 0.0650, 0.0659, 0.0532, -0.2439, 0.7241, -0.3448, -0.2595, -0.3280, -0.0442, -0.0786, 0.1229, 0.1322, 0.0913, 0.0658, 0.0727, 0.0823, 0.0593, 0.0684, -0.2846, 0.7008, -0.3212, -0.2591, -0.3346, -0.0560, -0.0720, 0.0976, 0.1113, 0.0812, 0.0709, 0.0796, 0.0554, 0.0535, 0.0417, -0.3569, 0.7411, -0.2813, -0.3182, -0.2358, -0.0589, -0.0488, 0.0963, 0.1245, 0.0751, 0.0881, 0.0839, 0.0694, 0.0555, 0.0563, -0.2838, 0.6811, -0.2899, -0.2675, -0.2954, -0.0608, -0.0863, 0.1216, 0.1134, 0.0716, 0.0633, 0.0837, 0.0652, 0.0725, 0.0684, -0.3404, 0.7141, -0.2906, -0.2552, -0.2908, -0.0542, -0.0511, 0.1107, 0.1182, 0.0832, 0.0815, 0.0885, 0.0527, 0.0656, 0.0572, -0.2806, 0.7463, -0.3421, -0.2718, -0.2406, -0.0660, -0.0657, 0.1287, 0.1159, 0.0732, 0.0781, 0.0715, 0.0681, 0.0709, 0.0751, -0.3567, 0.7427, -0.2549, -0.2309, -0.3160, -0.0331, -0.0419, 0.1123, 0.0981, 0.0775, 0.0637, 0.0817, 0.0786, 0.0755, 0.0524]}



# 2
{"formula": "C7H16O", "method": "ωB97M-V with the def2-TZVPD basis set", "max_force_ha_per_bohr": 0.0089, "e_homo_ha": -0.3198, "smiles": "C/C=C/O.CC(C)C", "mol_weight_g_mol": 116.2, "de_lowest_ev": 0.932, "e_lumo_ev": 0.82, "energy_ev": -9565.3382, "symbols": ["C", "C", "C", "O", "H", "H", "H", "H", "H", "H", "C", "C", "C", "C", "H", "H", "H", "H", "H", "H", "H", "H", "H", "H"], "xyz": [[2.6699, -2.9605, 1.8355], [1.6136, -1.9508, 1.5146], [0.3966, -2.2966, 1.1452], [-0.5739, -1.3646, 0.8818], [3.0459, -2.8265, 2.8503], [2.3306, -3.9845, 1.6957], [3.5483, -2.8181, 1.2059], [1.8704, -0.9018, 1.5938], [0.1114, -3.3379, 1.0482], [-1.3308, -1.7926, 0.4651], [-0.4610, 2.2277, -2.2831], [-0.7385, 1.3885, -1.0398], [-0.3456, 2.1161, 0.2340], [-2.2138, 0.9992, -0.9797], [-0.8542, 1.7286, -3.1740], [-0.9384, 3.2120, -2.2308], [0.6110, 2.3607, -2.4338], [-0.1527, 0.4636, -1.1162], [-0.4268, 1.4626, 1.0994], [-1.0280, 2.9564, 0.3908], [0.6491, 2.5607, 0.1760], [-2.5364, 0.5277, -1.9082], [-2.4210, 0.3320, -0.1417], [-2.8258, 1.8982, -0.8289]], "forces_ev_per_a": [[0.4, 0.3, 0.0], [0.2, -0.2, 0.1], [-0.1, 0.1, -0.1], [-0.2, -0.1, -0.1], [-0.1, -0.2, 0.2], [-0.1, 0.0, 0.1], [0.0, 0.0, -0.2], [-0.1, 0.1, 0.0], [-0.1, 0.0, 0.0], [0.2, 0.1, 0.1], [-0.1, -0.1, -0.2], [-0.1, -0.2, -0.1], [-0.1, 0.4, 0.0], [0.0, 0.3, 0.1], [0.0, 0.0, 0.0], [0.1, -0.1, 0.1], [0.0, 0.1, 0.0], [0.0, 0.1, 0.0], [0.1, 0.0, 0.1], [-0.1, 0.0, 0.0], [0.1, -0.2, 0.0], [0.0, -0.1, 0.0], [0.0, 0.0, 0.0], [0.0, -0.1, -0.1]], "lowdin_charge": [-0.1161, -0.1560, -0.2183, -0.0238, 0.0685, 0.0699, 0.0672, 0.1075, 0.1180, 0.0943, -0.0953, -0.5069, -0.0928, -0.0954, 0.0719, 0.0801, 0.0733, 0.1188, 0.0672, 0.0773, 0.0750, 0.0728, 0.0608, 0.0819]}